{"formula": "C18H36O8", "method": "the ωB97M-V functional and the def2-TZVPD basis", "species": ["O", "C", "O", "C", "C", "C", "H", "H", "H", "H", "H", "H", "H", "H", "O", "C", "O", "C", "C", "C", "H", "H", "H", "H", "H", "H", "H", "H", "O", "C", "O", "C", "C", "C", "H", "H", "H", "H", "H", "H", "H", "H", "C", "C", "O", "C", "H", "H", "H", "H", "H", "H", "C", "C", "O", "C", "H", "H", "H", "H", "H", "H"], "positions_angstrom": [[-0.520, -0.276, 5.621], [0.066, 0.002, 4.637], [0.317, -0.714, 3.477], [-0.188, -2.026, 3.421], [0.821, -2.888, 2.626], [0.763, 1.319, 4.559], [-1.074, -2.108, 2.872], [-0.112, -2.569, 4.416], [0.613, -3.936, 2.575], [1.949, -2.822, 2.763], [0.828, -2.521, 1.498], [0.410, 1.879, 5.366], [0.114, 1.691, 3.800], [1.826, 1.269, 4.316], [-3.183, 7.068, -1.589], [-2.765, 6.771, -0.558], [-1.896, 5.783, -0.345], [-1.444, 4.984, -1.482], [-0.341, 3.908, -1.052], [-2.854, 7.617, 0.665], [-1.036, 5.558, -2.349], [-2.378, 4.428, -2.051], [0.071, 4.708, -0.444], [0.082, 3.573, -1.796], [-0.890, 3.257, -0.421], [-3.028, 8.519, 0.502], [-2.310, 7.515, 1.615], [-3.991, 7.426, 1.075], [1.881, -6.219, -0.502], [0.861, -5.638, -0.841], [0.660, -4.741, -1.798], [1.755, -4.272, -2.577], [1.083, -3.461, -3.689], [-0.466, -5.905, -0.111], [2.371, -5.177, -2.945], [2.572, -3.807, -1.826], [0.601, -2.502, -3.188], [0.203, -3.977, -3.975], [1.807, -3.313, -4.253], [-0.950, -6.475, -0.960], [-1.365, -5.290, 0.120], [-0.300, -6.510, 0.881], [-1.508, -2.114, -0.789], [-1.763, -1.338, -2.118], [-2.752, -1.765, -2.866], [-1.095, 0.054, -2.212], [-0.312, -2.373, -0.862], [-1.916, -2.903, -0.636], [-1.722, -1.617, 0.155], [-1.947, 0.783, -2.462], [-0.239, 0.009, -2.834], [-0.773, 0.462, -1.354], [1.975, -0.061, 0.047], [2.293, 1.036, -0.821], [2.216, 1.145, -2.135], [2.713, 2.231, -0.045], [1.335, -0.632, -0.592], [1.270, 0.156, 0.925], [2.853, -0.782, 0.232], [3.259, 2.703, -0.743], [3.513, 1.941, 0.800], [2.037, 2.939, 0.261]], "atomic_forces_ev_per_a": [[-1.6, -1.9, 0.5], [2.6, 0.7, -0.5], [-0.9, 0.6, 1.3], [3.7, -2.8, 1.3], [1.8, 1.8, -3.7], [-0.7, -1.0, -1.4], [-1.8, 0.2, -0.1], [-1.2, 1.3, -0.7], [-0.6, -0.6, 0.2], [-1.5, 0.3, 1.0], [-0.4, -0.8, 1.9], [0.5, 0.8, 1.7], [0.4, 1.2, -1.6], [-0.4, 0.3, 0.0], [-2.4, 0.9, -4.2], [3.3, 0.3, 3.6], [1.4, -2.3, -0.7], [-2.4, -2.3, -3.2], [-7.0, 7.0, 7.5], [-3.4, -7.5, 4.2], [-0.2, 0.3, 1.2], [1.9, 1.4, 1.8], [1.9, -0.9, 0.5], [4.7, -3.4, -7.2], [0.1, -1.1, 0.5], [-0.7, 8.2, -2.2], [0.5, -0.6, -1.0], [2.3, -0.1, -0.8], [-1.0, 1.2, -1.3], [-0.3, 0.1, 2.7], [0.3, -0.3, 0.3], [2.2, -1.2, 1.3], [-5.5, 0.7, 8.3], [-0.9, -2.3, 0.5], [-1.2, 1.2, 0.1], [-2.0, -0.2, -1.8], [1.4, -1.5, -1.2], [-0.3, -0.8, -1.1], [5.7, 2.0, -6.3], [0.3, -0.5, 1.2], [1.5, 1.0, -0.4], [-0.1, 0.7, -2.4], [8.4, 8.6, -2.7], [-5.6, -1.5, 0.0], [5.3, 2.3, 2.8], [-3.8, -1.1, -2.8], [-2.7, 0.7, 0.6], [-5.3, -9.9, 0.5], [0.4, 1.2, -0.3], [1.5, -1.1, -0.7], [0.5, 0.4, -1.3], [1.3, 0.6, 3.7], [-1.2, -3.4, 0.3], [-0.2, 3.2, -4.7], [0.2, -1.4, 6.3], [3.2, -2.6, 1.9], [-0.6, -1.2, -0.4], [1.8, 0.1, -0.8], [-1.2, 1.4, 0.2], [2.3, 2.3, -2.3], [-2.2, 0.6, -1.5], [-2.2, 1.1, 1.1]], "de_lowest_kcal_mol": 206.7, "smiles": "CCOC(C)=O.CCOC(C)=O.CCOC(C)=O.CC(C)=O.CC(C)=O", "fmax_ev_per_a": 12.4, "e_tot_ha": -1309.0241, "orbital_gap_ha": 0.37092, "charge": 0}